This record from OMol25 describes a molecular structure, C67H66GaGe2N5O5S at a distorted geometry. The level of theory is ωB97M-V with the def2-TZVPD basis set.

Summary:
- LUMO level (spin up / spin down): -2.844 / -3.355 eV
- Charge: +1
- Kohn-Sham gap (spin up / spin down): 6.55 / 7.39 eV
- E_HOMO (spin up / spin down): -9.39 / -10.74 eV
- ⟨S²⟩: 0.7530
- Energy above the lowest of the compared OMol25 structures with the same formula, charge and spin: 122.3 kJ/mol
- Multiplicity: 2

Last column: Mulliken charge in e.
Geometry (Å):
Ga -0.613 0.653 -0.018  0.92
C -0.092 -5.195 -3.867  -1.57
C 0.913 -4.056 -4.085  1.98
C 0.859 -3.618 -5.551  -2.19
C 2.334 -4.525 -3.744  -1.66
C 0.573 -2.929 -3.142  0.41
C 0.542 -3.156 -1.765  -0.67
C 0.230 -2.124 -0.912  0.10
N -0.044 -0.894 -1.329  -0.02
C -0.002 -0.639 -2.641  -0.20
C 0.305 -1.632 -3.564  -0.85
C -0.289 0.749 -3.008  0.12
C -0.480 1.168 -4.316  -0.89
C -0.759 2.501 -4.602  0.25
C -0.853 3.356 -3.508  -0.64
C -0.682 2.857 -2.235  -0.23
N -0.365 1.600 -1.978  0.67
C -0.971 3.019 -6.007  1.89
C -2.430 3.483 -6.130  -1.62
C -0.691 1.957 -7.076  -2.12
C -0.026 4.209 -6.235  -1.64
H 0.165 -6.033 -4.508  0.50
H -1.096 -4.862 -4.116  0.36
H -0.092 -5.540 -2.837  0.28
H 1.101 -4.462 -6.190  0.43
H 1.580 -2.829 -5.754  0.44
H -0.139 -3.275 -5.818  0.43
H 2.626 -5.322 -4.420  0.47
H 2.396 -4.899 -2.726  0.34
H 3.039 -3.704 -3.850  0.37
H 0.752 -4.123 -1.339  0.72
H 0.195 -2.291 0.152  -0.43
H 0.345 -1.387 -4.611  0.61
H -0.446 0.443 -5.109  0.57
H -1.104 4.395 -3.628  0.82
H -0.805 3.494 -1.377  -1.16
H -3.106 2.638 -6.034  0.38
H -2.591 3.949 -7.099  0.45
H -2.678 4.205 -5.357  0.34
H -1.366 1.108 -6.983  0.41
H 0.340 1.610 -7.024  0.41
H -0.846 2.390 -8.061  0.46
H -0.276 5.043 -5.587  0.35
H -0.107 4.544 -7.265  0.48
H 1.005 3.917 -6.044  0.35
N 1.347 0.849 2.124  1.33
C 2.565 0.588 2.595  -0.57
C 3.358 0.258 1.512  -1.67
C 2.513 0.339 0.410  -0.72
N 1.299 0.707 0.803  0.56
H 0.513 1.147 2.620  -0.18
H 2.807 0.659 3.636  0.62
H 4.394 -0.014 1.521  0.64
H 2.730 0.169 -0.626  0.52
O -2.888 -0.918 2.207  -0.74
C -1.703 -1.140 2.158  0.55
O -0.912 -0.698 1.216  0.09
C -0.985 -1.963 3.237  -1.52
C 0.482 -2.292 2.948  1.05
Ge 0.907 -4.255 2.851  1.22
C -0.115 -5.239 1.459  0.42
C -1.326 -4.789 0.950  -0.03
C -1.984 -5.507 -0.033  -0.62
C -1.450 -6.693 -0.505  -0.67
C -0.239 -7.149 -0.012  -0.64
C 0.427 -6.417 0.953  -0.36
C 2.814 -4.507 2.343  -0.05
C 3.441 -3.596 1.503  -0.22
C 4.763 -3.763 1.133  -0.66
C 5.470 -4.868 1.575  -0.57
C 4.846 -5.809 2.376  -0.79
C 3.531 -5.622 2.764  -0.45
C 0.683 -4.812 4.736  0.07
C 1.756 -4.586 5.590  -0.37
C 1.650 -4.842 6.943  -0.75
C 0.454 -5.313 7.457  -0.47
C -0.624 -5.535 6.617  -0.74
C -0.511 -5.284 5.261  -0.28
H -1.579 -2.866 3.403  0.63
H -1.076 -1.372 4.153  0.49
H 1.116 -1.903 3.746  0.80
H 0.807 -1.788 2.041  -1.49
H -1.764 -3.873 1.318  0.21
H -2.918 -5.138 -0.429  0.49
H -1.976 -7.270 -1.248  0.43
H 0.180 -8.076 -0.373  0.45
H 1.385 -6.758 1.320  0.33
H 2.883 -2.741 1.139  0.05
H 5.238 -3.035 0.492  0.47
H 6.507 -4.989 1.299  0.39
H 5.386 -6.688 2.692  0.43
H 3.054 -6.343 3.414  0.49
H 2.684 -4.208 5.180  0.32
H 2.500 -4.679 7.589  0.41
H 0.365 -5.510 8.513  0.39
H -1.552 -5.911 7.020  0.41
H -1.355 -5.459 4.605  0.40
C 2.960 4.692 -2.771  -0.71
C 1.861 5.501 -2.531  -0.69
C 1.092 5.313 -1.396  -0.16
C 1.411 4.316 -0.483  0.03
C 2.537 3.535 -0.716  -0.17
C 3.314 3.726 -1.844  -0.94
Ge 0.085 3.763 0.967  2.97
C 1.062 3.768 2.723  0.55
C 0.431 3.355 3.895  -0.30
C 1.117 3.324 5.097  -0.85
C 2.455 3.682 5.139  -0.78
C 3.095 4.083 3.977  -0.68
C 2.404 4.125 2.777  -0.37
C -1.485 5.016 1.121  0.00
C -2.388 5.264 0.093  0.07
C -3.490 6.076 0.301  -0.99
C -3.720 6.640 1.543  -0.63
C -2.839 6.386 2.580  -0.93
C -1.736 5.578 2.368  -0.44
H 3.540 4.818 -3.674  0.44
H 1.598 6.277 -3.234  0.50
H 0.236 5.949 -1.208  0.46
H 2.816 2.771 -0.003  0.54
H 4.190 3.115 -2.007  0.48
H -0.609 3.062 3.860  0.37
H 0.608 3.022 6.002  0.48
H 2.993 3.651 6.075  0.42
H 4.136 4.366 4.007  0.47
H 2.905 4.445 1.874  0.30
H -2.264 4.822 -0.885  0.09
H -4.172 6.260 -0.515  0.47
H -4.581 7.271 1.701  0.42
H -3.009 6.818 3.555  0.47
H -1.052 5.386 3.182  0.45
O -1.568 1.885 1.881  -0.61
C -2.548 1.902 1.110  -0.55
N -2.407 1.409 -0.111  0.66
S -3.706 1.744 -1.099  0.90
O -4.166 0.547 -1.722  -0.74
O -3.307 2.810 -1.981  -0.49
C -4.672 2.459 0.220  0.36
C -5.916 3.038 0.195  -1.03
C -6.354 3.681 1.349  -0.65
C -5.548 3.748 2.477  -0.87
C -4.289 3.170 2.488  -0.18
C -3.849 2.528 1.340  0.29
H -6.532 2.990 -0.688  0.58
H -7.332 4.138 1.363  0.44
H -5.903 4.265 3.355  0.48
H -3.651 3.220 3.356  0.56